(1)
Formula: C5H11NO
Source: OMol25
Level of theory: ωB97M-V/def2-TZVPD

Computed properties:
* LUMO level: 0.032 Eh
* total energy: -327.04971 hartree
* 2S+1: 1
* SMILES string: C/C=C(C)/N=C\O.[H][H]
* HOMO energy: -8.786 eV

Last columns: bonded neighbours and bond lengths (Å).
Cartesian coordinates (Å):
1 O 2.33941 -1.05670 -1.09248  C7 1.344, H10 0.975
2 N 1.19181 -0.55383 0.89569  C4 1.419, C7 1.268
3 C 0.23282 1.66517 0.64882  C4 1.505, H11 1.097, H17 1.092, H18 1.094
4 C 0.21518 0.22248 0.21957  N2 1.419, C3 1.505, C5 1.342
5 C -0.65720 -0.33536 -0.63469  C4 1.342, C6 1.502, H9 1.091
6 C -1.80561 0.33988 -1.32877  C5 1.502, H8 1.097, H13 1.093, H14 1.096
7 C 2.12351 -1.10267 0.23319  O1 1.344, N2 1.268, H16 1.088
8 H -2.76373 -0.00155 -0.91722  C6 1.097
9 H -0.57670 -1.41239 -0.79033  C5 1.091
10 H 1.60152 -0.55792 -1.48918  O1 0.975
11 H 1.08692 2.19131 0.20573  C3 1.097
12 H -0.62701 -1.49164 2.34401  H15 0.745
13 H -1.77161 1.42898 -1.24244  C6 1.093
14 H -1.81374 0.09332 -2.39697  C6 1.096
15 H -1.33967 -1.64865 2.49563  H12 0.745
16 H 2.88903 -1.68958 0.73747  C7 1.088
17 H -0.68002 2.19853 0.37692  C3 1.092
18 H 0.35510 1.71063 1.73505  C3 1.094

---

(2)
Formula: C5H11NO
Source: OMol25
Level of theory: ωB97M-V/def2-TZVPD

Computed properties:
* LUMO level: 0.013 Eh
* total energy: -326.97429 hartree
* 2S+1: 1
* SMILES string: [H]/N=C(\C)O.C=CC
* HOMO energy: -8.471 eV

Last columns: bonded neighbours and bond lengths (Å).
Cartesian coordinates (Å):
1 O -0.51013 0.16923 1.28763  C3 1.493, H11 0.973
2 N -1.98160 1.50923 0.17443  C3 1.302, H10 1.015
3 C -1.35711 0.37105 0.07488  O1 1.493, N2 1.302, C5 1.519
4 C 1.35895 -0.37336 -0.07131  C6 1.491, C7 1.396, H9 1.084
5 C -2.13115 -0.90961 -0.18813  C3 1.519, H12 1.091, H13 1.090, H18 1.089
6 C 2.70815 -0.01124 0.44960  C4 1.491, H14 1.090, H15 1.095, H16 1.091
7 C 0.69707 0.38081 -1.04242  C4 1.396, H8 1.083, H17 1.082
8 H 1.16933 1.32278 -1.29340  C7 1.083
9 H 1.11810 -1.42747 0.00037  C4 1.084
10 H -2.95085 1.48286 -0.12719  N2 1.015
11 H -0.66835 0.98798 1.78975  O1 0.973
12 H -2.74636 -1.15832 0.67791  C5 1.091
13 H -2.83004 -0.80498 -1.01859  C5 1.090
14 H 2.93452 -0.45383 1.41957  C6 1.090
15 H 3.48250 -0.41508 -0.21097  C6 1.095
16 H 2.87230 1.06684 0.45958  C6 1.091
17 H 0.27481 -0.02019 -1.95378  C7 1.082
18 H -1.44014 -1.71670 -0.42791  C5 1.089

---

(3)
Formula: C5H11NO
Source: OMol25
Level of theory: ωB97M-V/def2-TZVPD

Computed properties:
* LUMO level: 0.034 Eh
* total energy: -327.06489 hartree
* 2S+1: 1
* SMILES string: C/C=N\C.CC=O
* HOMO energy: -9.437 eV

Last columns: bonded neighbours and bond lengths (Å).
Cartesian coordinates (Å):
1 O -0.43465 2.34475 -1.43962  C6 1.211
2 N 0.63592 -0.29637 -0.06775  C4 1.450, C5 1.269
3 C -0.60448 -2.22640 -1.05618  C5 1.511, H13 1.096, H14 1.096, H17 1.093
4 C 1.36829 -1.17251 0.82523  N2 1.450, H12 1.099, H16 1.097, H18 1.095
5 C -0.21100 -0.77780 -0.88123  N2 1.269, C3 1.511, H8 1.095
6 C 0.02703 2.38413 -0.32043  O1 1.211, C7 1.505, H9 1.109
7 C -0.79921 2.30188 0.93481  C6 1.505, H10 1.093, H11 1.095, H15 1.098
8 H -0.71984 -0.04561 -1.51770  C5 1.095
9 H 1.11327 2.53705 -0.15859  C6 1.109
10 H -1.81804 1.99401 0.68569  C7 1.093
11 H -0.34722 1.59652 1.64000  C7 1.095
12 H 1.28962 -2.24697 0.60929  C4 1.099
13 H -0.92418 -2.66850 -0.10506  C3 1.096
14 H 0.23781 -2.82082 -1.42931  C3 1.096
15 H -0.82626 3.29418 1.40484  C7 1.098
16 H 1.01482 -1.00148 1.84919  C4 1.097
17 H -1.42712 -2.30716 -1.77085  C3 1.093
18 H 2.42523 -0.88890 0.79767  C4 1.095

---

(4)
Formula: C5H11NO
Source: OMol25
Level of theory: ωB97M-V/def2-TZVPD

Computed properties:
* LUMO level: 0.032 Eh
* total energy: -327.09175 hartree
* 2S+1: 1
* SMILES string: CCN(C=O)CC
* HOMO energy: -9.218 eV

Last columns: bonded neighbours and bond lengths (Å).
Cartesian coordinates (Å):
1 O 0.46946 1.72000 1.96499  C7 1.220
2 N 0.05633 0.29629 0.23885  C5 1.514, C6 1.444, C7 1.352
3 C -2.24303 0.41545 -0.84193  C5 1.500, H10 1.098, H15 1.083, H18 1.090
4 C 2.12635 -1.05461 0.36113  C6 1.521, H9 1.099, H16 1.099, H17 1.093
5 C -1.04077 -0.42178 -0.51807  N2 1.514, C3 1.500, H11 1.093, H14 1.097
6 C 1.40695 0.14018 -0.24669  N2 1.444, C4 1.521, H12 1.095, H13 1.087
7 C -0.31240 1.11895 1.24692  O1 1.220, N2 1.352, H8 1.097
8 H -1.39697 1.26312 1.33125  C7 1.097
9 H 2.97484 -1.32327 -0.28331  C4 1.099
10 H -2.92894 0.40067 0.01483  C3 1.098
11 H -1.28141 -1.33768 0.02790  C5 1.093
12 H 1.96722 1.00079 0.13362  C6 1.095
13 H 1.35787 0.14410 -1.33294  C6 1.087
14 H -0.46124 -0.81526 -1.36217  C5 1.097
15 H -1.96940 1.44778 -1.02171  C3 1.083
16 H 1.59400 -1.99912 0.54216  C4 1.099
17 H 2.53375 -0.96037 1.37086  C4 1.093
18 H -2.85262 -0.03524 -1.62569  C3 1.090

---

(5)
Formula: C5H11NO
Source: OMol25
Level of theory: ωB97M-V/def2-TZVPD

Computed properties:
* LUMO level: 0.032 Eh
* total energy: -327.10513 hartree
* 2S+1: 1
* SMILES string: CCCNC(C)=O
* HOMO energy: -9.593 eV

Last columns: bonded neighbours and bond lengths (Å).
Cartesian coordinates (Å):
1 O -1.68504 -0.87426 0.43449  C3 1.210
2 N -0.44373 1.00712 0.00841  C3 1.413, C5 1.474, H18 1.015
3 C -1.21927 0.16707 0.83816  O1 1.210, N2 1.413, C6 1.510
4 C 0.38424 -0.88303 -2.21729  C7 1.520, H8 1.093, H9 1.093, H12 1.091
5 C 0.93820 0.51952 -0.15290  N2 1.474, C7 1.521, H14 1.092, H16 1.108
6 C -1.26171 0.56318 2.29498  C3 1.510, H10 1.089, H11 1.092, H13 1.100
7 C 1.06266 -0.82207 -0.85852  C4 1.520, C5 1.521, H15 1.091, H17 1.096
8 H 0.56432 -1.84932 -2.69566  C4 1.093
9 H 0.76093 -0.10019 -2.88137  C4 1.093
10 H -1.94104 -0.07179 2.86219  C6 1.089
11 H -1.51609 1.61481 2.44482  C6 1.092
12 H -0.69332 -0.75100 -2.10997  C4 1.091
13 H -0.23337 0.42515 2.66114  C6 1.100
14 H 1.46756 1.29121 -0.71475  C5 1.092
15 H 0.65563 -1.60096 -0.21194  C7 1.091
16 H 1.42697 0.45077 0.83913  C5 1.108
17 H 2.13562 -1.02737 -0.94514  C7 1.096
18 H -0.40258 1.94114 0.40422  N2 1.015

---

(6)
Formula: C5H11NO
Source: OMol25
Level of theory: ωB97M-V/def2-TZVPD

Computed properties:
* LUMO level: 0.041 Eh
* total energy: -326.95951 hartree
* 2S+1: 1
* HOMO energy: -9.137 eV

Last columns: bonded neighbours and bond lengths (Å).
Cartesian coordinates (Å):
1 O -1.16550 -0.31678 2.45749  C6 1.406, H11 0.969
2 N 0.03522 -0.29673 -0.15535  C3 1.446, C4 1.403, C5 1.381
3 C 0.12173 0.38107 -1.42932  N2 1.446, C4 1.508, C7 1.517, H18 1.094
4 C -1.08792 0.45453 -0.53175  N2 1.403, C3 1.508, H13 1.256, H17 1.099
5 C 0.71120 0.06641 0.99227  N2 1.381, C6 1.521, H8 1.107
6 C 0.20931 -0.55538 2.28648  O1 1.406, C5 1.521, H10 1.101, H12 1.101
7 C 0.38431 -0.53010 -2.61384  C3 1.517, H9 1.094, H15 1.101, H16 1.093
8 H 1.80638 -0.02571 0.85843  C5 1.107
9 H -0.11509 -1.49404 -2.47925  C7 1.094
10 H 0.33152 -1.64812 2.34315  C6 1.101
11 H -1.28124 0.63398 2.31292  O1 0.969
12 H 0.81325 -0.12572 3.10014  C6 1.101
13 H -0.94043 1.44363 0.22746  C4 1.256
14 H 0.06060 1.53846 1.06432  no bonds
15 H 1.46298 -0.72370 -2.71606  C7 1.101
16 H 0.04108 -0.08311 -3.55047  C7 1.093
17 H -2.04839 -0.05101 -0.70407  C4 1.099
18 H 0.66098 1.33232 -1.46254  C3 1.094

---

(7)
Formula: C5H11NO
Source: OMol25
Level of theory: ωB97M-V/def2-TZVPD

Computed properties:
* LUMO level: 0.035 Eh
* total energy: -327.05404 hartree
* 2S+1: 1
* SMILES string: CCN(C)CC=O
* HOMO energy: -8.266 eV

Last columns: bonded neighbours and bond lengths (Å).
Cartesian coordinates (Å):
1 O 1.85674 0.85890 -1.64364  C3 1.201
2 N -0.23144 -0.46149 0.66040  C4 1.444, C6 1.436, C7 1.457
3 C 1.71404 0.31828 -0.58066  O1 1.201, C6 1.526, H18 1.109
4 C -0.16586 -1.04338 1.98014  N2 1.444, H10 1.083, H11 1.107, H17 1.089
5 C -1.88557 0.38149 -1.07614  C7 1.516, H8 1.090, H9 1.088, H15 1.084
6 C 0.61893 0.67046 0.42129  N2 1.436, C3 1.526, H13 1.099, H14 1.086
7 C -1.50729 -0.63822 -0.02015  N2 1.457, C5 1.516, H12 1.102, H16 1.097
8 H -1.52659 1.38470 -0.84498  C5 1.090
9 H -1.48247 0.14614 -2.05865  C5 1.088
10 H -1.09276 -1.55685 2.20521  C4 1.083
11 H -0.11347 -0.27698 2.77708  C4 1.107
12 H -2.35405 -0.71079 0.68110  C7 1.102
13 H 1.13969 0.89253 1.36280  C6 1.099
14 H 0.14617 1.56312 0.02377  C6 1.086
15 H -2.95354 0.51630 -1.20219  C5 1.084
16 H -1.50111 -1.63612 -0.47544  C7 1.097
17 H 0.69028 -1.69374 2.15252  C4 1.089
18 H 2.33036 -0.56891 -0.33170  C3 1.109